{"formula": "C39H72N3O4", "method": "ωB97M-V/def2-TZVPD", "species": ["C", "C", "C", "C", "C", "C", "C", "C", "N", "C", "C", "C", "C", "C", "C", "C", "C", "C", "C", "C", "O", "C", "C", "O", "H", "H", "H", "H", "H", "H", "H", "H", "H", "H", "H", "H", "H", "H", "H", "H", "H", "H", "H", "H", "H", "H", "H", "H", "H", "H", "H", "H", "H", "H", "H", "H", "H", "H", "H", "H", "C", "C", "C", "C", "C", "C", "N", "O", "C", "C", "C", "H", "H", "H", "H", "H", "H", "H", "H", "H", "H", "H", "H", "H", "H", "H", "H", "H", "H", "C", "C", "C", "C", "C", "C", "N", "O", "C", "C", "C", "H", "H", "H", "H", "H", "H", "H", "H", "H", "H", "H", "H", "H", "H", "H", "H", "H", "H"], "xyz": [[2.05, -1.13, 0.48], [3.46, -1.80, 0.25], [4.03, -1.68, -1.22], [4.15, -0.21, -1.78], [4.31, -0.32, -3.38], [3.11, 0.34, -4.18], [1.71, -0.24, -3.82], [0.96, 0.42, -2.74], [-0.30, 0.00, -2.34], [-0.95, -1.05, -2.94], [-0.28, -1.79, -4.03], [1.07, -1.42, -4.49], [1.88, -2.15, -5.60], [1.51, -3.68, -5.79], [1.35, -4.52, -4.46], [0.03, -5.43, -4.58], [0.49, -6.93, -4.90], [1.10, -7.66, -3.63], [2.31, -8.56, -4.14], [3.20, -9.09, -2.92], [4.60, -8.91, -3.34], [5.37, -8.54, -2.24], [5.98, -7.09, -2.26], [5.59, -9.27, -1.31], [2.06, -0.65, 1.51], [1.80, -0.30, -0.24], [1.20, -1.86, 0.45], [4.20, -1.47, 1.03], [3.32, -2.91, 0.44], [3.49, -2.38, -1.93], [5.10, -2.09, -1.18], [5.11, 0.24, -1.39], [3.32, 0.48, -1.49], [4.39, -1.41, -3.65], [5.29, 0.17, -3.66], [3.17, 1.45, -4.01], [3.33, 0.20, -5.28], [1.44, 1.28, -2.22], [-0.77, 0.48, -1.57], [-1.96, -1.39, -2.60], [-0.76, -2.67, -4.53], [2.98, -2.06, -5.37], [1.68, -1.64, -6.59], [0.63, -3.76, -6.49], [2.37, -4.14, -6.36], [2.21, -5.23, -4.28], [1.23, -3.90, -3.53], [-0.62, -5.13, -5.45], [-0.61, -5.38, -3.66], [1.24, -6.91, -5.73], [-0.42, -7.50, -5.27], [0.34, -8.36, -3.20], [1.46, -6.95, -2.84], [2.94, -8.03, -4.91], [1.90, -9.48, -4.67], [2.97, -8.47, -2.01], [3.03, -10.19, -2.73], [7.11, -7.10, -2.29], [5.64, -6.58, -1.32], [5.57, -6.54, -3.16], [-3.59, -0.16, 0.97], [-2.35, -0.63, 1.76], [-2.80, -1.51, 2.95], [-3.42, -0.71, 4.09], [-2.50, 0.42, 4.53], [-2.05, 1.32, 3.37], [-1.54, 0.55, 2.19], [-0.31, 0.11, 2.50], [-3.22, 2.23, 2.94], [-1.00, 2.32, 3.90], [-1.59, -1.53, 0.76], [-3.34, 0.69, 0.32], [-3.97, -0.95, 0.32], [-4.43, 0.12, 1.60], [-1.94, -2.06, 3.34], [-3.51, -2.26, 2.60], [-4.40, -0.31, 3.79], [-3.61, -1.38, 4.93], [-3.00, 1.02, 5.29], [-1.62, -0.02, 5.02], [-2.96, 2.80, 2.04], [-3.45, 2.96, 3.72], [-4.15, 1.70, 2.76], [-0.15, 1.83, 4.36], [-1.44, 2.96, 4.67], [-0.63, 2.98, 3.11], [-1.24, -0.95, -0.10], [-2.24, -2.32, 0.39], [-0.73, -2.02, 1.21], [-3.48, 7.36, 1.79], [-3.60, 6.88, 3.25], [-4.04, 8.05, 4.15], [-2.94, 9.07, 4.41], [-1.68, 8.39, 4.94], [-1.20, 7.22, 4.06], [-2.30, 6.28, 3.70], [-2.55, 5.53, 4.78], [-0.55, 7.78, 2.77], [-0.03, 6.52, 4.78], [-4.73, 5.84, 3.20], [-2.89, 6.66, 1.19], [-4.46, 7.43, 1.32], [-3.05, 8.36, 1.69], [-4.39, 7.66, 5.11], [-4.90, 8.56, 3.69], [-2.71, 9.63, 3.50], [-3.29, 9.80, 5.14], [-0.89, 9.13, 5.04], [-1.89, 8.02, 5.95], [-0.31, 6.98, 2.07], [0.39, 8.29, 3.00], [-1.16, 8.52, 2.25], [-0.31, 6.16, 5.77], [0.81, 7.20, 4.91], [0.33, 5.67, 4.19], [-4.46, 4.99, 2.58], [-5.64, 6.28, 2.78], [-5.01, 5.47, 4.19]], "mulliken_charge": [-0.155, -0.908, -0.322, -0.556, -0.593, -1.399, 0.704, -0.828, 0.093, -0.559, -0.221, 0.789, -0.574, -1.251, 0.041, -0.962, -0.981, -0.609, -0.558, -0.513, -0.337, 0.595, -0.794, -0.498, 0.242, -0.015, 0.016, 0.364, 0.303, 0.026, 0.355, 0.363, 0.333, 0.281, 0.430, 0.407, 0.406, 0.439, 0.317, 0.408, 0.413, 0.199, 0.336, 0.458, 0.388, 0.317, 0.214, 0.450, 0.371, 0.320, 0.468, 0.359, 0.382, 0.353, 0.298, 0.376, 0.245, 0.321, 0.233, 0.245, -1.962, 1.945, -1.371, -0.526, -1.352, 1.945, 0.366, -0.528, -1.830, -2.022, -1.057, 0.312, 0.519, 0.348, 0.399, 0.354, 0.325, 0.418, 0.361, 0.413, 0.456, 0.416, 0.223, 0.445, 0.397, 0.428, -0.382, 0.620, 0.269, -1.822, 1.756, -1.308, -0.510, -1.253, 1.640, 0.595, -0.573, -1.721, -1.812, -1.820, 0.332, 0.483, 0.325, 0.397, 0.346, 0.297, 0.392, 0.374, 0.379, 0.356, 0.465, 0.299, 0.353, 0.462, 0.378, 0.355, 0.515, 0.367], "homo_lumo_gap_ev": [6.37, 7.06], "s2": 2.0086, "e_homo_ev": [-10.4, -11.1], "lumo_ev": [-4.00, -4.00], "spin_multiplicity": 3, "charge": 1}